Record 1
Computed, not measured: a single C17H18F4N8O2 molecule in a non-equilibrium geometry, with the ωB97M-V functional and the def2-TZVPD basis.

Output
SMILES string = [H]/N=C(\N)NC(=O)OCc1ccnc(N2CCN(c3ccc(C(F)(F)F)nn3)CC2)c1F
HOMO energy = -8.34 eV
Calculated total energy = -44802.15785 eV
Frontier orbital gap = 8.28 eV

```
49
Properties=species:S:1:pos:R:3:forces:R:3
H -5.33578 5.23756 7.46261 0.0 0.0 -1.5
N -5.09357 5.05704 6.46864 -2.5 5.2 -3.3
C -4.38543 4.05595 6.40846 -1.3 0.1 2.7
N -4.27588 3.68871 7.73025 1.8 -3.8 1.1
N -4.04208 3.35598 5.27976 0.2 -0.5 -0.5
C -2.91503 2.59926 5.20409 1.3 -0.3 0.4
O -2.27327 2.42888 6.19852 1.4 -1.1 0.4
O -2.62978 2.15005 3.96309 -0.5 0.3 -1.1
C -1.41121 1.39804 3.59162 -0.4 -0.1 0.8
C -1.57175 0.75261 2.20437 3.6 1.9 -0.6
C -2.72898 0.20512 1.81391 -2.9 -1.0 -0.9
C -2.95041 -0.14900 0.46632 1.7 1.1 3.0
N -1.97434 -0.03993 -0.36551 1.4 0.1 -3.3
C -0.72209 0.44234 -0.19281 -0.2 -0.9 3.0
N 0.21795 0.36838 -1.27612 0.0 -0.4 0.6
C 1.70628 0.10704 -1.11213 0.2 2.0 0.3
C 2.16047 -1.31717 -1.28287 -2.7 -0.6 -2.4
N 1.55610 -1.83818 -2.60301 0.5 -1.4 -2.1
C 2.38747 -2.28830 -3.74970 -0.3 -0.7 2.0
C 3.65741 -1.75913 -3.82725 0.5 -0.3 -2.4
C 4.49688 -2.13634 -4.89449 0.3 1.1 2.1
C 4.20242 -3.27372 -5.55236 -1.9 -2.2 -0.5
C 5.20504 -4.03401 -6.41473 -0.1 0.9 -1.1
F 4.66196 -4.49417 -7.53221 -0.7 -1.8 0.6
F 6.01816 -3.07189 -7.01467 1.0 -0.9 2.1
F 5.85891 -5.08190 -5.69793 -1.0 2.7 -1.9
N 2.95721 -3.80569 -5.48393 0.0 1.0 1.5
N 2.06435 -3.28190 -4.62455 -0.4 0.0 -0.1
C 0.05930 -1.73573 -2.69276 0.7 1.8 1.1
C -0.29414 -0.20047 -2.55709 1.2 0.5 -0.7
C -0.48593 0.86541 1.20486 -1.8 -1.0 -1.6
F 0.73961 1.32765 1.51678 -0.3 0.3 0.5
H -3.71032 4.33708 8.23866 0.5 -0.3 0.3
H -4.03963 2.73438 7.82527 1.0 -1.0 0.9
H -4.34532 3.71370 4.41980 -1.0 0.7 -1.1
H -1.31022 0.66141 4.38612 0.3 -0.2 -0.1
H -0.54734 2.06344 3.62603 -0.2 0.0 -0.1
H -3.59928 0.06735 2.46228 0.5 0.3 0.2
H -3.93206 -0.45505 0.22405 -0.7 -0.6 -0.9
H 2.25338 0.69939 -1.89278 -0.8 -0.4 0.3
H 2.15011 0.54863 -0.18612 -1.0 -0.5 -0.4
H 1.79405 -1.97285 -0.52229 -0.4 -0.4 0.7
H 3.20978 -1.38794 -1.27883 1.3 -0.1 -0.2
H 3.85367 -0.98007 -3.17298 0.9 1.5 0.7
H 5.39550 -1.62878 -5.19015 0.4 0.3 0.5
H -0.41508 -2.30881 -1.86659 0.3 0.4 -0.4
H -0.41951 -2.02899 -3.61419 0.7 -0.6 -0.5
H -1.35537 -0.01121 -2.64722 -0.2 -0.2 0.3
H 0.15778 0.41584 -3.45024 -0.4 -1.3 1.7
```
Positions in Å, forces in eV/Å.

---

Record 2
Computed, not measured: 9 unconnected molecules or ions with the total composition C24H63BF4O23P5 in a non-equilibrium geometry, with the ωB97M-V functional and the def2-TZVPD basis.

Output
HOMO energy = -7.43 eV
Charge = -1
Calculated total energy = -130995.88996 eV
Frontier orbital gap = 9.45 eV

```
120
Properties=species:S:1:pos:R:3:forces:R:3
B 0.35550 -1.41549 1.43882 -0.2 -0.3 -1.6
F -0.62950 -0.50449 1.53282 -2.2 2.2 0.8
F 1.48850 -0.98049 1.98682 2.7 1.1 1.9
F -0.04450 -2.59549 1.94582 -0.7 -2.3 1.3
F 0.59350 -1.57049 0.09482 0.5 -0.6 -2.6
C -2.47950 -0.63749 4.19882 -0.8 1.7 1.6
C -1.63050 -1.37749 5.32982 -4.4 2.2 3.6
O -2.13750 -1.39749 6.51582 2.5 -0.3 -4.4
C -0.39650 -2.03649 4.94482 3.1 8.6 2.3
H -2.47050 -1.46449 3.56882 -0.1 -0.8 -2.5
H -2.32450 0.42651 3.71182 0.9 -2.5 0.9
H -3.55150 -0.50149 4.48782 0.9 -0.5 0.5
H -0.29050 -2.83749 4.48382 -0.6 -7.7 -4.2
H 0.23950 -2.14649 5.83782 -0.2 0.3 -0.2
H 0.19850 -1.36949 4.08282 -1.5 -1.1 2.5
C 0.52450 1.92451 4.37882 1.2 -4.5 -1.4
C 1.12050 2.84351 3.36782 0.9 -0.9 0.1
O 0.82050 3.97951 3.42982 -1.0 3.8 -0.2
C 2.20350 2.37951 2.42982 -2.1 -5.3 4.9
H 0.20550 2.33751 5.29482 -1.1 1.2 0.4
H 1.45050 1.28551 4.80982 -2.3 0.5 -1.4
H -0.33650 1.28651 3.76382 2.4 1.1 2.0
H 1.93250 1.49951 1.87082 -0.2 -0.4 -0.2
H 2.94650 2.01051 3.19482 -0.5 -0.4 -0.5
H 2.80950 2.95351 1.95582 2.7 4.8 -3.6
C -0.90950 -4.47649 -4.29518 1.8 -0.5 0.3
C -2.02750 -3.93149 -3.41818 1.4 1.5 0.7
O -3.08050 -4.43749 -3.16918 -1.0 -1.8 -0.6
C -1.77250 -2.61749 -2.75118 -2.0 1.6 -0.7
H -0.57950 -3.75049 -5.11218 -0.8 -1.0 1.0
H -1.18450 -5.48449 -4.69618 0.3 1.0 0.2
H 0.07850 -4.59049 -3.63618 -2.2 0.2 -1.2
H -1.32250 -2.64649 -1.82418 2.2 -0.9 1.9
H -2.85450 -2.39349 -2.12518 2.5 0.6 -2.8
H -1.07250 -1.94749 -3.42218 -2.2 -0.5 1.4
C -1.83450 3.01651 1.57682 -4.6 -1.6 0.0
O -1.53750 3.92551 0.64682 1.5 2.9 -4.0
P -2.33150 5.26551 0.49082 1.6 2.1 -0.2
O -3.30750 5.42251 1.49982 -2.6 0.2 3.8
O -1.23550 6.51551 0.57882 -2.9 -1.0 -3.7
C -0.12250 6.30851 1.33482 3.3 -0.9 0.8
O -3.11550 5.41451 -0.85218 0.1 -1.8 -3.3
C -3.70750 4.18751 -1.52218 2.0 0.2 -0.6
H -2.90250 2.60051 1.39482 1.3 1.0 1.1
H -1.58350 3.36851 2.50682 -0.2 0.7 2.6
H -1.28550 2.21151 1.36282 2.6 -3.3 -0.6
H 0.64350 7.24151 1.32382 -2.1 -2.1 -0.1
H 0.42650 5.34451 0.93282 -0.6 2.0 1.2
H -0.57850 6.13351 2.31382 1.4 0.0 0.6
H -4.07550 4.31451 -2.55918 -0.5 1.3 1.0
H -4.37050 3.67751 -0.85818 -0.8 0.1 0.4
H -2.93650 3.46251 -1.81418 0.6 0.2 0.9
C -3.61150 -0.17449 0.13182 3.2 -1.2 -1.4
O -4.46250 -1.09249 -0.52118 -0.7 -1.9 -2.0
P -5.83050 -0.73449 -1.24618 -3.9 3.5 2.8
O -6.78950 -0.02749 -0.29918 1.5 -1.9 -1.3
O -5.48850 0.33251 -2.35218 1.1 0.0 -1.6
C -6.44850 1.30051 -2.79618 0.9 1.1 -1.4
O -6.61050 -1.85149 -2.11118 0.9 -0.6 2.8
C -5.90350 -3.01349 -2.60618 -2.1 2.2 -2.6
H -3.53550 -0.40149 1.15182 0.2 -0.8 1.3
H -3.95450 0.76351 0.06082 -1.8 3.5 -0.3
H -2.54350 -0.07349 -0.32218 -1.8 -1.0 0.6
H -6.43850 2.07151 -2.06118 -0.6 0.5 0.8
H -7.47350 0.94951 -3.00518 0.7 -0.3 0.3
H -6.03250 1.86151 -3.71618 -0.5 -1.5 1.1
H -5.39950 -2.46049 -3.36018 0.6 -1.1 -2.0
H -6.56450 -3.83349 -2.86918 -0.3 0.5 -0.4
H -5.15550 -3.39249 -2.07318 2.8 -1.3 3.2
C 0.20850 1.31751 -1.33818 0.8 3.7 6.0
O 1.09850 1.85151 -2.24218 0.3 2.8 -1.5
P 1.38150 3.45651 -2.25718 0.5 2.3 -4.1
O 2.11550 3.88551 -3.50318 -0.2 -1.3 2.1
O -0.07250 4.21051 -2.39818 0.0 -0.2 1.4
C -0.12350 5.66151 -2.65818 -0.5 -1.6 -6.1
O 2.01550 4.14451 -0.94218 -7.8 -1.4 -0.6
C 3.28650 4.46451 -0.85418 2.2 -1.6 -7.0
H 0.04150 0.30051 -1.36618 -0.1 -2.1 -0.7
H -0.70750 1.92351 -1.13418 0.3 -0.5 -1.0
H 0.78250 1.55951 -0.28118 -1.5 -1.3 -1.8
H -1.11850 5.88451 -3.22418 1.1 -0.7 1.9
H 0.51350 5.82951 -3.69618 -0.5 -0.1 3.3
H 0.02350 6.27951 -1.82018 0.5 0.6 0.9
H 3.60950 3.51151 -0.69418 3.5 -2.1 0.2
H 3.48650 5.05551 -0.14418 1.1 4.6 5.8
H 3.58350 4.97551 -1.83518 0.3 -1.0 1.2
C 3.09550 -1.44149 -2.43118 -1.9 1.3 -0.5
O 4.40450 -0.89049 -2.52718 0.6 -1.4 -3.6
P 4.89050 0.45951 -2.02818 -5.3 1.9 4.8
O 3.80450 1.46751 -1.79018 1.3 -0.6 -1.1
O 5.33550 -0.04349 -0.60418 1.2 -0.4 1.9
C 4.72550 0.33951 0.62082 -5.1 0.9 -6.4
O 6.17950 0.97051 -2.61818 1.6 -0.7 -2.3
C 6.87750 1.98551 -1.93918 0.2 -2.9 4.3
H 2.25150 -0.64949 -2.46818 1.6 -1.0 -0.3
H 3.06350 -1.81049 -1.44518 -0.4 -0.9 1.1
H 2.91050 -2.24549 -3.18318 0.6 0.8 0.5
H 3.67550 0.03051 0.75882 0.3 -0.1 -0.6
H 4.74850 1.34351 0.76882 -0.1 3.4 -0.2
H 5.18550 0.02851 1.35882 5.0 -4.0 6.7
H 6.35650 2.83751 -1.92718 -1.8 3.6 -1.1
H 7.83150 1.98651 -2.37118 1.4 0.4 -0.1
H 6.81950 1.81651 -0.71618 0.9 -0.3 -3.0
C 2.55450 -8.80849 0.02482 -6.0 2.4 4.0
O 3.03050 -8.01949 1.23282 -1.5 -1.7 -0.8
P 2.61450 -6.52449 1.44982 3.6 5.7 -2.9
O 3.74150 -5.64649 0.97382 -0.5 -1.2 0.5
O 1.41250 -6.11049 0.46582 -1.9 -4.6 3.0
C 1.32350 -4.93549 -0.22418 2.6 2.6 -2.5
O 2.35850 -6.02749 2.95082 -1.2 -6.9 -1.1
C 2.44350 -4.74349 3.22982 1.8 4.1 -0.3
H 2.59550 -8.36649 -0.92618 0.4 1.2 -0.8
H 1.35950 -9.06449 0.33682 3.0 1.1 -1.3
H 2.87350 -9.74949 0.04682 2.5 -3.4 0.4
H 2.38850 -4.94749 -0.62318 -1.3 1.0 -0.7
H 1.40150 -4.02949 0.46582 -1.3 -1.0 -1.2
H 0.54450 -4.97149 -1.14518 1.5 0.1 2.7
H 1.71050 -4.41249 3.83282 -3.7 0.5 1.9
H 2.35650 -4.12249 2.35182 0.7 0.4 -0.1
H 3.23550 -4.46649 3.91882 1.3 -0.3 -0.7
```
Positions in Å, forces in eV/Å.